Record 1
{
  "formula": "C2H8N3O",
  "method": "wB97M-V/def2-TZVPD",
  "symbols": ["C", "C", "N", "N", "N", "O", "H", "H", "H", "H", "H", "H", "H", "H"],
  "positions_angstrom": [[-1.1974, 1.3571, -0.2504], [-0.5647, 0.0223, 0.1232], [0.7705, 0.0751, 0.6256], [1.6425, -0.9563, -0.1996], [-1.4395, -0.9492, 0.6319], [-0.8494, -1.1463, -0.6362], [-2.3237, 1.2562, -0.2610], [-0.9848, 1.9623, -1.1720], [-0.7324, 2.1588, 0.4601], [1.2060, 0.9672, 0.5192], [2.3518, -1.4731, 0.3926], [2.1737, -0.3210, -0.7484], [0.8614, -1.5819, -0.8692], [-0.9140, -1.3712, 1.3843]],
  "mulliken_charge": [-1.29, 1.13, -0.38, -0.37, -0.41, -0.47, 0.33, 0.34, 0.31, 0.31, 0.35, 0.34, 0.49, 0.30],
  "total_charge": 1,
  "total_energy_ev": -8709.7345,
  "orbital_gap_ev": 10.356,
  "lumo_energy_ev": -4.276,
  "de_lowest_kcal_mol": 155.46
}


Record 2
{
  "formula": "C2H8N3O",
  "method": "wB97M-V/def2-TZVPD",
  "symbols": ["C", "C", "N", "N", "N", "O", "H", "H", "H", "H", "H", "H", "H", "H"],
  "positions_angstrom": [[-0.9118, 0.0981, 0.2519], [1.3821, 0.3065, -0.2851], [-2.1196, 0.7380, 0.4191], [-0.6733, -1.2543, 0.3327], [0.1791, 0.8628, -0.0553], [1.9558, -0.3228, 0.7656], [1.0961, -1.0793, -1.6172], [2.0177, 0.9815, -0.9089], [-2.8725, 0.3835, 0.9963], [-2.1603, 1.6969, 0.1596], [-1.3738, -1.9993, 0.6936], [0.0884, -1.6543, -0.1112], [0.1675, 1.8395, -0.1324], [2.8966, -0.4806, 0.8278]],
  "mulliken_charge": [0.66, -0.55, -0.33, -0.24, 0.05, -0.43, 0.12, 0.28, 0.25, 0.21, 0.29, 0.10, 0.21, 0.37],
  "total_charge": 1,
  "total_energy_ev": -8712.1665,
  "orbital_gap_ev": 9.334,
  "lumo_energy_ev": -3.918,
  "de_lowest_kcal_mol": 99.37
}


Record 3
{
  "formula": "C2H8N3O2",
  "method": "wB97M-V/def2-TZVPD",
  "symbols": ["C", "C", "N", "N", "N", "O", "O", "H", "H", "H", "H", "H", "H", "H", "H"],
  "positions_angstrom": [[1.7657, 0.8570, 0.2497], [0.3352, -0.9807, -0.1623], [0.3464, 0.4342, 0.1148], [-2.7316, 0.3863, 0.2900], [-0.6393, 1.1102, 0.2349], [-2.5634, -0.6815, 0.8486], [-3.6101, 0.4580, -0.7723], [2.2747, 0.5162, -0.5290], [1.7587, 1.9993, 0.3675], [2.0182, 0.6000, 1.2844], [-0.0996, -1.6264, 0.6690], [-0.2651, -1.0151, -1.0195], [1.3127, -1.4475, -0.3772], [-2.4873, 1.2903, 0.8922], [-4.1594, -0.3567, -0.7525]],
  "mulliken_charge": [-0.91, -0.81, 0.72, 0.41, -0.74, -0.34, -0.31, 0.40, 0.33, 0.39, 0.28, 0.40, 0.34, 0.43, 0.40],
  "total_charge": 1,
  "total_energy_ev": -10754.5454,
  "orbital_gap_ev": [6.810, 8.863],
  "lumo_energy_ev": [-6.410, -5.534],
  "de_lowest_kcal_mol": 210.26
}


Record 4
{
  "formula": "C2H8N3O2",
  "method": "wB97M-V/def2-TZVPD",
  "symbols": ["C", "C", "N", "N", "N", "O", "O", "H", "H", "H", "H", "H", "H", "H", "H"],
  "positions_angstrom": [[2.5507, -0.1197, 0.4156], [1.3639, 0.5191, -0.2234], [0.3348, -0.5253, -0.4235], [-3.6013, -0.8844, 0.1327], [-0.8679, -0.2600, -0.2675], [-3.5548, 0.4040, 0.1531], [-1.2779, 0.7836, 0.1218], [2.9416, -0.9284, -0.1828], [3.3361, 0.5617, 0.3796], [2.5934, -0.1974, 1.4878], [0.9690, 1.2055, 0.4587], [1.7780, 0.9793, -1.2562], [0.5030, -1.4135, -0.8413], [-3.1867, -1.0626, -0.8054], [-3.8817, 0.9382, 0.8509]],
  "mulliken_charge": [-1.28, -0.10, -0.02, -0.06, 0.26, -0.14, -0.38, 0.36, 0.42, 0.36, 0.31, 0.26, 0.27, 0.34, 0.39],
  "total_charge": 1,
  "total_energy_ev": -10754.7182,
  "orbital_gap_ev": [6.267, 9.421],
  "lumo_energy_ev": [-7.449, -5.686],
  "de_lowest_kcal_mol": 206.28
}


Record 5
{
  "formula": "C2H8N3O2",
  "method": "wB97M-V/def2-TZVPD",
  "symbols": ["C", "C", "N", "N", "N", "O", "O", "H", "H", "H", "H", "H", "H", "H", "H"],
  "positions_angstrom": [[-2.1331, 0.1574, 0.2998], [-1.3671, -1.1903, 0.0770], [2.1223, -1.0847, -0.0773], [-0.1566, -0.9053, -0.5302], [0.9652, -0.7785, -0.2644], [3.2360, -0.3961, 0.0623], [1.3601, 1.6084, -0.4224], [-2.1172, 0.6069, -0.7252], [-3.1601, -0.0353, 0.6308], [-1.6105, 0.5087, 1.1508], [-1.1641, -1.5535, 1.2045], [-2.0614, -1.7727, -0.5985], [2.1350, 1.9850, -0.8500], [3.1542, 0.5573, 0.3301], [0.7973, 2.2927, -0.2873]],
  "mulliken_charge": [-1.10, -0.20, -0.37, -0.03, 0.88, -0.26, -0.60, 0.34, 0.36, 0.36, 0.35, 0.28, 0.32, 0.40, 0.27],
  "total_charge": 1,
  "total_energy_ev": -10755.6066,
  "orbital_gap_ev": 9.670,
  "lumo_energy_ev": -5.460,
  "de_lowest_kcal_mol": 185.79
}


Record 6
{
  "formula": "C2H8N3S2",
  "method": "wB97M-V/def2-TZVPD",
  "symbols": ["C", "C", "N", "N", "N", "S", "S", "H", "H", "H", "H", "H", "H", "H", "H"],
  "positions_angstrom": [[-1.2337, -0.4837, -0.6223], [1.2785, -0.6981, -0.5397], [0.8352, -1.1001, 0.6467], [2.5712, -0.7359, -0.8348], [-0.8799, -1.1826, 0.5361], [0.1650, -0.2079, -1.7091], [-1.9841, 2.8473, 1.0274], [-1.8972, -1.0286, -1.3527], [-1.6402, 0.5199, -0.3236], [1.2563, -1.5094, 1.3808], [2.8963, -0.4617, -1.8020], [3.2809, -1.0091, -0.0877], [-2.1652, 3.1915, 2.3002], [-1.1450, -2.2198, 0.6091], [-1.3384, 4.0781, 0.7716]],
  "mulliken_charge": [0.05, 0.71, -0.20, -0.42, -0.34, -0.09, -0.34, 0.34, -0.09, 0.19, 0.24, 0.25, 0.17, 0.34, 0.18],
  "total_charge": 1,
  "total_energy_ev": -28335.6310,
  "orbital_gap_ev": 8.436,
  "lumo_energy_ev": -4.093,
  "de_lowest_kcal_mol": 63.98
}


Record 7
{
  "formula": "C2H8N4",
  "method": "wB97M-V/def2-TZVPD",
  "symbols": ["C", "N", "C", "N", "N", "N", "H", "H", "H", "H", "H", "H", "H", "H"],
  "positions_angstrom": [[-0.2302, -0.6583, -1.3021], [-0.4060, 0.2850, -0.1737], [-1.6631, 0.1592, 0.6367], [0.6226, 0.8257, 0.5788], [1.8865, 0.8794, 0.0660], [1.7443, 0.0621, 1.2613], [0.8466, -0.4716, -1.6099], [-0.2799, -1.6707, -1.0163], [-0.9421, -0.4555, -2.1815], [-2.0201, 1.1319, 0.9377], [-2.2756, -0.4309, -0.0365], [-1.3883, -0.4415, 1.4654], [2.1737, 0.2339, -0.6819], [1.9316, 0.5513, 2.0560]],
  "mulliken_charge": [-0.76, 0.20, -0.82, -0.05, -0.56, -0.29, 0.20, 0.33, 0.27, 0.26, 0.34, 0.31, 0.32, 0.24],
  "total_energy_ev": -8158.5823,
  "orbital_gap_ev": 9.140,
  "lumo_energy_ev": 1.054,
  "de_lowest_kcal_mol": 130.74
}


Record 8
{
  "formula": "C2H8N4O",
  "method": "wB97M-V/def2-TZVPD",
  "symbols": ["H", "N", "C", "N", "N", "C", "N", "O", "H", "H", "H", "H", "H", "H", "H"],
  "positions_angstrom": [[2.8288, 0.4483, 0.6125], [2.3708, 1.1160, 0.0007], [1.1773, 0.7985, -0.3072], [0.3925, 1.7083, -0.9874], [0.5064, -0.3548, 0.0649], [-1.0599, -0.4007, 0.2421], [-1.5112, -1.2945, 1.2304], [-1.5219, -0.7444, -1.0115], [0.9337, 2.4602, -1.3839], [-0.3059, 1.3086, -1.5963], [1.0393, -0.9824, 0.6500], [-1.3734, 0.6262, 0.4581], [-1.1379, -2.2315, 1.1271], [-1.3898, -0.9561, 2.1732], [-0.9488, -1.5017, -1.2726]],
  "mulliken_charge": [0.19, -0.77, 0.49, -0.46, -0.28, -0.18, -0.52, -0.49, 0.29, 0.23, 0.19, 0.47, 0.24, 0.24, 0.36],
  "total_energy_ev": -10211.7612,
  "orbital_gap_ev": 9.420,
  "lumo_energy_ev": 0.661,
  "de_lowest_kcal_mol": 19.64
}


Record 9
{
  "formula": "C2H8N4O",
  "method": "wB97M-V/def2-TZVPD",
  "symbols": ["C", "C", "N", "N", "N", "N", "O", "H", "H", "H", "H", "H", "H", "H", "H"],
  "positions_angstrom": [[1.4349, -0.5671, -1.0515], [-1.0956, 0.1356, 1.6033], [-0.1615, -0.5963, 1.1566], [1.1158, 0.6543, -1.2545], [1.6750, -1.7350, -1.4467], [-1.6936, 1.1137, 0.7927], [0.5220, 1.5374, -0.5642], [-1.7035, 0.0874, 2.5797], [0.1706, -1.3489, 1.7031], [1.8453, 1.1152, -1.9240], [2.5872, -2.2828, -1.1540], [0.8939, -2.3341, -1.8030], [-1.1054, 1.5772, 0.0573], [-2.0389, 1.9905, 1.2005], [-2.4461, 0.6528, 0.1045]],
  "mulliken_charge": [0.45, -0.06, -0.37, 0.18, -0.24, -0.30, -0.55, 0.37, 0.26, 0.37, 0.38, 0.35, 0.28, 0.43, 0.44],
  "total_charge": 2,
  "total_energy_ev": -10188.3329,
  "orbital_gap_ev": 9.526,
  "lumo_energy_ev": -9.555,
  "de_lowest_kcal_mol": 102.83
}